Density functional theory data (ωB97M-V/def2-TZVPD) for C22H29AsN2O2Pt as an isolated structure in a non-equilibrium geometry.

The geometry in XYZ format:
```
57
Properties=species:S:1:pos:R:3:forces:R:3
Pt -0.3214 0.0917 0.6876 -0.20 1.58 0.32
O -2.2480 -0.4421 0.4991 -0.16 0.12 0.02
C -2.9482 -0.9310 1.4776 -0.01 -0.08 -0.05
C -4.2727 -1.3385 1.1664 0.01 0.01 -0.03
C -5.0956 -1.9111 2.0972 0.01 -0.01 0.06
C -4.6645 -2.1130 3.4206 -0.03 0.00 -0.06
C -3.4013 -1.7121 3.7570 0.02 -0.01 0.02
C -2.5197 -1.1201 2.8253 0.07 -0.05 -0.02
C -1.2411 -0.7085 3.3374 -0.03 0.14 0.09
N -0.3162 -0.1445 2.6536 0.31 -0.84 0.13
C 0.9447 0.3140 3.2491 -0.12 0.13 0.00
C 2.0515 0.0513 2.2412 0.06 -0.06 0.01
N 1.5945 0.5178 0.9340 -0.08 -0.20 -0.03
C 2.4018 0.8785 0.0067 0.09 -0.04 0.02
C 2.0513 1.1497 -1.3571 0.09 0.02 -0.12
C 3.1235 1.2782 -2.2685 -0.03 -0.01 0.08
C 2.9210 1.5562 -3.5921 -0.07 0.00 -0.08
C 1.6000 1.7470 -4.0397 0.08 0.01 0.01
C 0.5366 1.6526 -3.1831 -0.06 -0.03 0.09
C 0.7068 1.3332 -1.8074 0.07 0.25 0.12
O -0.3303 1.3025 -1.0384 -0.07 -0.91 -0.38
H -4.6015 -1.1773 0.1478 0.00 -0.01 0.00
H -6.0956 -2.2104 1.8072 0.00 0.00 0.00
H -5.3179 -2.5648 4.1534 0.00 0.00 0.00
H -3.0491 -1.8434 4.7748 0.00 0.00 0.00
H -1.0643 -0.8695 4.4021 -0.04 0.09 0.03
H 0.8563 1.3888 3.4251 0.01 0.00 0.02
H 1.1510 -0.1826 4.1997 -0.05 -0.05 -0.01
H 2.9960 0.5133 2.5358 -0.03 0.06 0.01
H 2.1943 -1.0316 2.1636 0.08 0.01 -0.01
H 3.4615 0.9478 0.2590 -0.01 -0.01 0.02
H 4.1331 1.1389 -1.8949 -0.01 0.01 0.00
H 3.7538 1.6328 -4.2770 -0.01 0.01 0.00
H 1.4187 1.9802 -5.0823 0.01 -0.01 0.00
H -0.4786 1.8121 -3.5229 0.01 0.00 0.00
C -1.4573 -3.7377 -2.7615 -0.01 0.04 0.00
C -1.1458 -2.3981 -2.1054 -0.05 0.00 0.04
As 0.1304 -2.4227 -0.6159 0.19 -0.05 -0.30
C -0.5657 -3.9437 0.4164 0.02 -0.03 -0.04
C 0.2241 -4.1771 1.7011 -0.06 0.02 -0.01
C 1.6736 -3.2088 -1.5618 -0.04 -0.14 0.05
C 2.9588 -3.1120 -0.7439 -0.01 0.02 -0.06
H -2.0980 -3.5999 -3.6351 -0.01 -0.01 0.00
H -1.9816 -4.4050 -2.0764 0.01 -0.01 0.00
H -0.5521 -4.2458 -3.0985 0.00 0.00 -0.01
H -2.0469 -1.9291 -1.7058 -0.01 0.01 -0.02
H -0.7259 -1.6928 -2.8268 0.01 0.01 0.00
H -0.5799 -4.8400 -0.2063 -0.01 -0.02 0.02
H -1.6027 -3.6861 0.6489 0.00 0.01 0.00
H 1.2284 -4.5480 1.4920 0.01 0.01 0.01
H -0.2692 -4.9101 2.3422 0.00 0.00 0.00
H 0.3210 -3.2478 2.2688 0.00 0.00 0.01
H 1.7672 -2.6303 -2.4841 0.01 -0.01 -0.01
H 1.4624 -4.2429 -1.8443 0.02 -0.01 0.02
H 3.1974 -2.0682 -0.5249 -0.01 0.00 0.01
H 3.8072 -3.5402 -1.2815 0.00 0.01 0.00
H 2.8726 -3.6385 0.2080 0.01 0.00 0.00
```
Positions in Å, forces in eV/Å.

## Properties
Highest occupied orbital energy in eV: -6.78
DFT total energy in eV: -94445.074
Energy relative to the best compared isomer or geometry (same formula, charge and spin) in kcal per mole: 19.2



Density functional theory data (ωB97M-V/def2-TZVPD) for C19H15BrCsN4O3 as an isolated structure in a non-equilibrium geometry.

The geometry in XYZ format:
```
43
Properties=species:S:1:pos:R:3:forces:R:3
Cs 0.6980 1.3559 0.6539 -0.05 0.72 -1.17
Br 3.9098 -6.0485 2.1106 0.03 -0.08 -0.01
C 3.0167 -4.3704 2.0779 -0.14 0.19 -0.05
C 3.2845 -3.4208 3.0736 0.10 -0.02 0.14
C 2.6622 -2.2024 3.0638 0.02 -0.09 -0.09
C 1.7315 -1.8258 2.0374 -0.10 0.22 -0.12
O 1.2342 -0.6656 1.9804 0.45 -1.55 1.12
C 1.4405 -2.8439 1.0616 -0.25 -0.07 -0.29
C 0.4463 -2.7065 0.0107 0.18 0.09 0.28
N -0.3663 -1.7326 -0.1868 -0.19 -0.29 -0.27
C -1.3409 -1.9336 -1.1818 0.27 0.39 0.24
C -2.0060 -3.1191 -1.3692 -0.19 -0.12 -0.14
C -3.0049 -3.2553 -2.3632 0.13 -0.07 0.17
C -3.3571 -2.2032 -3.1514 0.03 0.13 -0.02
C -2.7258 -0.9454 -2.9604 -0.19 -0.09 -0.16
C -3.0788 0.2015 -3.7117 -0.02 -0.06 0.00
C -2.4670 1.3899 -3.4560 0.10 0.01 0.11
C -1.4811 1.4298 -2.4408 -0.03 0.06 -0.15
N -1.1136 0.3894 -1.7450 -0.10 -0.06 -0.07
C -1.7256 -0.8029 -1.9818 0.17 0.08 0.20
C 2.1064 -4.0788 1.0953 0.10 -0.09 0.08
H 3.9981 -3.6597 3.8537 -0.01 0.00 0.00
H 2.8776 -1.4635 3.8251 0.01 0.00 0.01
H 0.4080 -3.5759 -0.6618 0.02 0.00 -0.02
H -1.7816 -3.9583 -0.7239 0.00 -0.01 0.00
H -3.4970 -4.2131 -2.4796 -0.01 0.00 -0.01
H -4.1242 -2.2995 -3.9102 -0.01 0.00 0.00
H -3.8425 0.1164 -4.4768 0.00 -0.01 0.01
H -2.7149 2.2912 -3.9998 -0.01 -0.01 -0.01
H -0.9818 2.3681 -2.2121 0.01 -0.01 -0.01
H 1.8847 -4.8137 0.3289 0.00 0.00 0.01
C -0.6351 5.2772 3.2542 -0.02 0.04 0.10
C -0.0491 4.4753 2.1157 0.20 -0.08 -0.18
N 1.1907 4.7994 1.7054 -0.25 0.12 0.14
O -0.6852 3.5446 1.6298 -0.41 0.54 0.27
H -0.0625 6.1697 3.5041 0.01 0.00 -0.01
H -0.6898 4.6323 4.1316 0.01 0.01 0.01
H -1.6539 5.5550 2.9910 0.01 0.02 -0.01
H 1.6278 5.6135 2.0967 0.08 -0.02 -0.03
H 1.6214 4.3599 0.8724 0.06 -0.05 -0.15
O 3.7604 4.5446 -2.3492 -0.04 -0.04 0.05
C 3.0789 4.0554 -1.4814 0.07 0.07 -0.09
N 2.4070 3.5694 -0.6306 -0.08 0.13 0.17
```
Positions in Å, forces in eV/Å.

## Properties
Highest occupied orbital energy in eV: -4.53
Total charge: -1
DFT total energy in eV: -102643.916
Energy relative to the best compared isomer or geometry (same formula, charge and spin) in kcal per mole: 7.1



Density functional theory data (ωB97M-V/def2-TZVPD) for the molecule C19H23NO4 in a non-equilibrium geometry.

The geometry in XYZ format:
```
47
Properties=species:S:1:pos:R:3:forces:R:3
C -5.6997 -2.2147 -0.1036 0.37 0.06 0.21
C -4.7051 -2.2334 1.0544 -0.46 -0.06 0.01
O -3.3793 -1.9873 0.6401 0.32 0.18 -0.15
C -3.0034 -0.7234 0.2936 0.14 -0.10 -0.05
C -3.7544 0.4258 0.4682 -0.06 -0.30 0.11
C -3.2468 1.6688 0.1135 0.19 0.08 -0.10
C -1.9877 1.7824 -0.4417 -0.20 0.11 -0.08
C -1.3823 3.1187 -0.7626 0.13 0.00 0.26
C -0.5740 3.6474 0.4415 0.01 0.19 -0.30
N 0.3540 2.6580 0.9366 -0.01 -0.01 0.23
C 1.5188 2.3954 0.2790 -0.11 0.09 0.26
O 1.9766 3.1366 -0.5708 0.03 0.11 -0.26
C 2.1661 1.1360 0.6986 0.51 -0.31 -0.25
C 3.2483 0.6812 0.0522 -0.30 0.45 0.00
C 3.9141 -0.5595 0.3101 -0.50 -0.76 0.92
C 3.6515 -1.5899 1.1874 0.08 0.69 -0.52
C 4.6484 -2.5607 0.9705 0.44 0.06 -0.41
C 5.4465 -2.0624 -0.0180 -0.07 -0.72 0.52
O 5.0131 -0.8648 -0.4217 0.03 0.44 -0.30
C -1.2311 0.6265 -0.6349 0.01 -0.20 -0.03
C -1.7089 -0.6182 -0.2682 -0.11 -0.23 0.10
O -1.0269 -1.7929 -0.3694 -0.46 0.16 0.13
C 0.2514 -1.8152 -0.9689 0.42 -0.01 -0.32
C 0.1952 -1.7532 -2.4927 -0.14 0.02 0.41
H -5.7317 -1.2340 -0.5719 -0.07 0.06 -0.06
H -5.4016 -2.9429 -0.8535 -0.01 -0.07 -0.07
H -6.6923 -2.4663 0.2601 -0.13 -0.02 0.02
H -4.6668 -3.2350 1.4922 -0.03 0.18 0.02
H -5.0079 -1.5279 1.8392 0.07 -0.09 -0.03
H -4.7443 0.3753 0.8929 -0.10 -0.08 0.04
H -3.8510 2.5500 0.2698 -0.07 0.11 0.00
H -2.1561 3.8457 -1.0103 0.00 0.02 -0.07
H -0.7027 3.0263 -1.6109 -0.03 0.06 -0.04
H 0.0069 4.5188 0.1329 -0.12 -0.01 0.11
H -1.2449 3.9235 1.2576 0.05 0.02 -0.05
H -0.0498 1.9187 1.4910 0.14 -0.01 -0.07
H 1.7130 0.5817 1.5076 -0.03 -0.13 0.11
H 3.6595 1.2853 -0.7465 -0.04 0.12 -0.07
H 2.8473 -1.6429 1.8918 -0.21 0.06 0.14
H 4.7593 -3.4978 1.4762 0.08 -0.20 0.06
H 6.3206 -2.4577 -0.4972 0.11 0.05 -0.12
H -0.2529 0.7259 -1.0792 0.11 -0.07 -0.07
H 0.8865 -1.0123 -0.5724 -0.08 -0.10 0.02
H 0.6776 -2.7728 -0.6554 0.00 0.17 -0.01
H -0.4053 -2.5758 -2.8727 -0.03 -0.08 -0.06
H -0.2492 -0.8198 -2.8287 -0.01 0.07 -0.09
H 1.2008 -1.8303 -2.8971 0.11 0.00 -0.08
```
Positions in Å, forces in eV/Å.

## Properties
Highest occupied orbital energy in eV: -7.94
DFT total energy in eV: -29755.426
Energy relative to the best compared isomer or geometry (same formula, charge and spin) in kcal per mole: 48.8



| no. | frontier orbital gap (eV) |
| --- | --- |
| 1 | 7.0 |
| 2 | 6.7 |
| 3 | 8.1 |